The following is a quantum chemistry calculation of a cluster of 2 separate species, C38H48N5O2 in total, from OMol25.

```
93
Properties=species:S:1:pos:R:3:forces:R:3
C -3.7795 -2.3784 3.6130 0.108 0.101 0.312
C -3.2955 -2.6858 2.2054 0.057 -0.223 -0.081
C -4.2146 -3.6769 1.5060 0.057 -0.307 -0.085
N -1.9102 -3.2204 2.2447 0.622 1.475 -0.235
N -1.6817 -4.5204 2.3666 0.826 -0.827 0.086
N -0.3878 -4.6428 2.4268 1.275 1.851 -0.100
C 0.2843 -5.9597 2.5338 -0.051 -0.342 0.037
C -0.0536 -6.8012 1.3160 -0.224 -0.021 -0.262
C -0.1166 -6.6384 3.8320 -0.227 0.039 0.263
C 0.3092 -3.4077 2.3565 -2.072 -1.886 -0.044
C 1.7646 -3.2297 2.3803 0.841 -0.386 0.104
C 2.4631 -3.0890 3.5949 -0.860 -0.069 -0.616
C 3.8332 -2.9803 3.6155 0.420 0.073 -0.048
C 4.5505 -3.0091 2.4308 0.059 0.016 0.013
C 3.8899 -3.1565 1.2223 0.429 0.104 0.002
C 2.5206 -3.2676 1.1933 -0.840 0.054 0.656
C -0.7226 -2.4424 2.2501 -0.034 -0.372 0.134
C -0.5859 -1.0877 2.1902 -0.549 0.282 -0.413
H -4.7993 -1.9877 3.6144 0.079 0.002 -0.143
H -3.7736 -3.2845 4.2189 -0.005 -0.094 -0.028
H -3.1350 -1.6498 4.1058 0.027 0.026 -0.051
H -3.2669 -1.7561 1.6183 0.302 -0.252 0.118
H -5.2381 -3.3030 1.4303 0.171 0.153 0.086
H -3.8581 -3.9055 0.5007 0.011 0.034 -0.032
H -4.2447 -4.6154 2.0605 -0.028 0.021 -0.003
H 1.3671 -5.7681 2.5491 -0.417 0.281 -0.029
H 0.4373 -7.7759 1.3445 0.052 0.136 0.122
H -1.1295 -6.9680 1.2673 -0.035 -0.039 0.030
H 0.2412 -6.2964 0.3949 0.074 0.015 0.003
H 0.3730 -7.6065 3.9546 0.058 0.121 -0.151
H 0.1328 -6.0181 4.6939 0.052 0.008 -0.026
H -1.1937 -6.8026 3.8478 -0.038 -0.036 -0.020
H 1.9029 -3.0797 4.5126 -0.157 0.042 0.241
H 4.3527 -2.8722 4.5551 0.039 -0.002 0.105
H 5.6252 -2.9214 2.4496 0.135 -0.002 0.002
H 4.4530 -3.1838 0.3024 0.072 -0.037 -0.117
H 2.0070 -3.4039 0.2590 -0.151 -0.041 -0.307
H 0.3805 -0.6276 2.2299 0.356 -0.047 0.102
H -1.4353 -0.4422 2.1186 -0.355 0.250 0.069
C -4.7445 -3.4291 -4.0064 -0.416 0.095 -0.334
O -3.7332 -3.8699 -3.1269 1.865 1.401 0.963
C -2.8150 -2.8905 -2.7327 -0.635 -0.981 -0.168
C -1.7709 -3.2768 -1.8834 -0.330 -0.525 -0.100
C -0.8282 -2.3838 -1.4475 -0.124 0.328 -0.178
C -0.8769 -1.0336 -1.8383 -0.399 -0.224 -0.251
C 0.1118 -0.1201 -1.3763 0.130 1.165 -0.126
C 0.1193 1.2159 -1.7395 -0.755 -1.161 -0.259
C 1.0196 2.1846 -1.3672 -0.214 3.004 -0.964
N 0.9127 3.4830 -1.7994 0.348 -0.964 0.495
C 1.8460 4.5782 -1.4096 0.758 -0.846 0.324
C 1.8462 4.8071 0.1006 -0.361 -0.049 0.371
C 2.7997 5.8721 0.5475 0.129 0.332 0.023
C 2.3401 7.0281 1.1592 -0.123 -0.140 -0.092
C 3.2112 8.0400 1.5098 -0.092 0.151 0.105
C 4.5603 7.9088 1.2554 0.137 0.215 0.052
C 5.0339 6.7579 0.6616 0.220 -0.137 -0.110
C 4.1595 5.7466 0.3190 -0.081 -0.087 -0.047
C 1.4094 5.8138 -2.1804 -0.658 -0.052 -0.568
O 1.9490 6.9000 -2.1746 -0.363 -0.808 0.053
N 0.2779 5.4595 -2.8843 0.798 -0.482 0.840
C -0.4405 6.4070 -3.7148 -0.214 -0.365 -0.070
C -0.1218 4.0310 -2.7462 -0.157 0.415 -0.222
C -0.0044 3.3588 -4.1153 0.152 -0.087 -0.033
C -1.5146 3.9628 -2.1195 -0.030 -0.003 0.163
C -1.9292 -0.6466 -2.6974 0.497 -0.284 0.421
C -2.8648 -1.5508 -3.1284 -0.510 -0.222 -0.313
H -5.3851 -4.2798 -4.2506 0.263 0.069 0.181
H -5.3488 -2.6567 -3.5267 -0.080 0.014 -0.101
H -4.2995 -3.0457 -4.9268 -0.117 0.026 -0.053
H -1.7224 -4.3051 -1.5800 0.014 -0.340 0.113
H -0.0349 -2.7081 -0.7976 0.126 -0.117 0.243
H 0.8870 -0.4811 -0.7230 0.181 -0.264 0.252
H -0.6688 1.5330 -2.3892 -0.098 -0.003 -0.035
H 1.8410 1.9383 -0.7176 0.319 0.230 0.208
H 2.8497 4.2942 -1.7431 -0.026 0.151 0.027
H 0.8323 5.0800 0.3991 -0.079 0.032 0.022
H 2.0686 3.8757 0.6295 0.048 -0.113 -0.185
H 1.2863 7.1407 1.3426 -0.302 0.072 0.051
H 2.8368 8.9428 1.9658 -0.080 0.077 0.077
H 5.2411 8.7061 1.5091 0.071 0.082 0.043
H 6.0855 6.6571 0.4456 0.142 -0.056 0.010
H 4.5275 4.8524 -0.1507 0.241 -0.277 -0.154
H 0.0306 7.3847 -3.6493 0.144 -0.138 0.136
H -0.4326 6.0771 -4.7514 0.004 0.085 -0.137
H -1.4742 6.4890 -3.3840 -0.070 0.094 0.011
H 0.9953 3.5297 -4.5115 0.065 0.033 0.000
H -0.1561 2.2822 -4.0777 -0.092 0.073 -0.029
H -0.7154 3.7789 -4.8246 -0.098 0.035 0.105
H -1.5202 4.5356 -1.1936 0.035 0.044 0.048
H -2.2651 4.3950 -2.7786 0.061 -0.023 -0.126
H -1.8240 2.9493 -1.8725 -0.023 0.058 -0.091
H -2.0050 0.3732 -3.0284 -0.146 0.151 -0.131
H -3.6487 -1.2298 -3.7863 -0.157 0.213 -0.154
```
Forces are in eV/Å.

Values from the calculation:
- E_LUMO: -0.161 hartree
- Total charge: +1
- Kohn-Sham gap: 3.742 eV